Density functional theory data (the ωB97M-V functional and the def2-TZVPD basis) for 4 unconnected molecules or ions with the total composition C9H24ClO13S3 in a non-equilibrium geometry.

Positions of all 50 atoms, in Å:
Cl1 -1.91826 -1.30061 -0.27863
S1 -0.80165 2.69306 3.83511
S2 1.90740 -4.97650 2.99137
S3 -2.70918 0.99134 -4.42669
O1 1.83996 -5.70237 4.30331
O2 -1.07904 1.96566 5.05899
O3 -2.87856 -0.39912 -4.63252
O4 2.91835 -3.73438 3.27295
O5 -2.93265 -0.44311 0.23442
O6 -1.93636 -2.56801 0.38208
O7 -1.07090 4.14505 3.80141
O8 -3.80337 1.78905 -3.84052
O9 -2.36345 1.58231 -5.91619
O10 0.83256 2.55923 3.49391
O11 -2.28495 -1.50581 -1.66543
O12 -0.69831 -0.58287 -0.15145
O13 2.21889 -5.69142 1.75499
C1 0.23932 -4.10750 2.86644
C2 -1.32314 1.80896 2.27204
C3 3.68721 -3.13347 2.29490
C4 2.88439 -2.10119 1.36439
C5 -2.07546 3.27408 -7.68784
C6 1.54267 1.44122 3.93948
C7 2.83091 1.38515 2.99552
C8 -2.68358 2.93265 -6.26329
C9 -1.10667 1.41671 -3.63713
H1 -2.15731 4.29664 -8.05631
H2 3.48581 -1.34244 0.86371
H3 2.70663 1.48422 1.91717
H4 -0.82824 0.55446 -3.03124
H5 4.39742 -2.56577 2.89608
H6 -0.19784 -3.90647 1.88839
H7 -1.19045 2.22394 -2.90948
H8 -0.98699 3.21701 -7.67997
H9 3.38509 0.45504 3.12153
H10 0.32542 -3.18782 3.44512
H11 4.32346 -3.92325 1.89545
H12 -2.35766 2.09797 2.08668
H13 -0.26306 1.57285 -4.30947
H14 0.94172 0.56507 3.69592
H15 2.24357 -2.58807 0.62927
H16 -1.28291 0.72771 2.40381
H17 -0.63730 1.97870 1.44204
H18 -0.43830 -4.83013 3.32114
H19 -2.31314 3.59894 -5.48423
H20 1.90849 1.59026 4.95539
H21 -3.76423 3.06848 -6.30616
H22 -2.31915 2.60213 -8.51076
H23 3.56755 2.10367 3.35496
H24 2.21522 -1.53149 2.00918

Computed properties:
max |F|: 3.9 eV Å⁻¹
electronic energy: -81359.475 eV
net charge: -1
E_HOMO: -6.35 eV
ΔE to the lowest compared entry with this formula, charge and spin: 0.00 kcal per mole
spin multiplicity: 1